A cluster of 12 separate species, BF4H22O11 in total, computed with the ωB97M-V functional and the def2-TZVPD basis.

XYZ file:
```
38
Properties=species:S:1:pos:R:3:forces:R:3:mulliken_charge:R:1
F 0.7583 0.5892 0.2402 -0.01 0.21 0.05 -0.453
F -0.3313 -0.3638 -1.5180 -0.10 0.02 0.37 -0.269
F -0.0394 -1.5819 0.4211 0.25 0.30 -0.15 -0.291
F -1.4928 0.1425 0.4038 -0.08 0.41 0.00 -0.401
O 1.6829 0.5758 2.7568 -0.29 0.25 -0.47 -0.695
O -1.9251 -0.6495 -4.0191 -0.05 -0.01 -0.13 -0.644
O -2.7831 -2.2761 -1.4362 0.09 0.03 -0.01 -0.702
O 2.9725 -2.7467 1.2674 -0.34 0.11 -0.04 -0.699
O 3.3714 -0.2247 -0.3182 -0.11 -0.31 0.00 -0.715
O 1.1919 -2.0260 3.3654 0.09 0.21 -0.01 -0.750
O -3.5239 2.0519 -0.3881 0.06 0.06 0.10 -0.680
O 0.2063 3.3461 0.7482 0.00 0.06 0.03 -0.635
O 0.6419 2.3690 -2.1786 -0.13 0.16 0.27 -0.642
O -1.8885 -0.5122 3.0850 0.15 0.17 -0.09 -0.664
O 1.7263 0.2777 -3.8945 0.17 0.07 0.04 -0.646
B -0.2575 -0.3167 -0.1131 -0.46 -1.02 -0.37 0.738
H -2.8661 1.4313 -0.0416 -0.04 0.03 -0.13 0.372
H 1.3249 1.3521 3.1974 -0.01 -0.14 0.10 0.295
H -1.6479 -0.1521 2.2112 -0.19 -0.29 0.27 0.408
H -3.1945 2.9186 -0.1285 0.03 -0.07 -0.01 0.306
H 1.2373 0.5420 1.8797 0.54 0.09 0.55 0.394
H 1.4597 -1.0877 3.2283 -0.28 -0.38 0.27 0.418
H -1.8382 -1.3428 -3.3561 -0.11 0.03 -0.05 0.302
H 2.4440 0.0198 -0.4444 0.44 -0.09 0.02 0.297
H 1.2190 -0.4252 -3.4760 -0.07 0.10 -0.01 0.309
H -2.0133 -1.7205 -1.2515 -0.10 -0.07 0.07 0.285
H 0.7460 2.6428 0.3625 -0.02 0.12 0.02 0.350
H -2.9013 -2.7915 -0.6325 0.08 0.02 -0.03 0.310
H 0.2298 -1.9928 3.4455 0.08 0.09 -0.16 0.299
H 0.1280 1.8511 -1.5439 0.05 -0.05 -0.29 0.187
H 2.6142 -3.3048 0.5690 -0.03 0.05 0.06 0.329
H 1.6138 1.0376 -3.3018 -0.12 -0.19 -0.17 0.340
H -2.8426 -0.6258 3.0443 0.05 0.00 -0.04 0.283
H 3.3334 -1.0965 0.1195 0.00 0.33 0.02 0.417
H 0.3248 3.2488 1.6974 -0.03 0.02 -0.04 0.281
H 0.1328 3.1765 -2.3041 0.07 -0.04 -0.01 0.286
H 2.1906 -2.4975 1.8107 0.34 -0.24 -0.04 0.387
H -2.0043 0.1619 -3.5071 0.09 -0.07 0.02 0.294
```
Forces are in eV/Å.

Properties
- Relative energy (zero: lowest compared OMol25 entry of this formula, charge and spin): 0.14 kcal/mol
- HOMO level: -7.7 eV
- Orbital gap: 10.0415 eV
- Charge: -1

A structure of composition C6H9EuLiO5, computed with the ωB97M-V functional and the def2-TZVPD basis.

XYZ file:
```
22
Properties=species:S:1:pos:R:3:forces:R:3:lowdin_spin:R:1
Eu 0.8956 -0.0355 -0.5997 5.41 -1.50 -0.32 6.133
O 0.2383 -1.4232 1.0692 -1.17 -0.32 0.29 -0.006
O -0.0260 -0.9944 -1.9516 -1.14 -3.16 -1.25 -0.106
O -0.5279 0.8378 2.5534 -0.44 -0.66 0.00 -0.001
O -0.2685 1.5251 -1.1968 -1.26 1.72 -0.38 -0.035
O 1.2317 1.0599 1.1091 0.23 2.14 2.13 -0.026
C -1.4526 -0.0763 2.1089 1.06 -1.66 -0.21 -0.002
C -0.9467 1.0573 -2.3173 -2.65 1.17 -3.67 0.018
C -1.1460 -1.0843 1.2366 0.38 0.24 1.95 0.003
C 1.0096 -1.0121 2.2014 -0.01 0.15 0.63 0.000
C -1.2724 -0.4426 -2.0647 -1.10 -0.75 -0.53 -0.154
C 0.8602 0.5068 2.2938 0.17 -0.09 0.99 -0.002
Li 0.0007 2.3690 0.3904 -0.25 0.45 0.21 -0.001
H -1.8771 -1.5578 -1.6019 -0.03 0.40 -3.50 0.125
H -2.3001 -0.2204 -1.6902 0.63 0.60 3.95 0.047
H 2.0509 -1.2738 1.9810 -0.21 0.01 0.19 0.000
H 1.4189 0.9089 3.1549 -0.21 -0.05 -0.24 -0.001
H -1.7921 -1.9093 0.9458 -0.02 0.40 0.07 0.003
H -1.9192 1.5711 -2.4617 0.52 0.14 0.17 -0.001
H 0.6500 -1.5304 3.1003 0.15 0.10 -0.21 0.000
H -0.3998 1.2349 -3.2658 0.31 -0.14 0.56 0.004
H -2.3227 -0.1756 2.7577 -0.37 0.80 -0.82 0.000
```
Forces are in eV/Å.

Properties
- HOMO level (spin up / spin down): -10.5 / -10.6 eV
- Orbital gap (spin up / spin down): 6.6083 / 7.0285 eV
- Charge: +1
- Multiplicity: 7

A cluster of 2 separate species, C4H12 in total, computed with the ωB97M-V functional and the def2-TZVPD basis.

XYZ file:
```
16
Properties=species:S:1:pos:R:3:forces:R:3:mulliken_charge:R:1
C 0.9489 0.2216 2.2513 -1.16 0.07 -1.91 -0.814
C -0.8191 0.3912 -2.5043 0.50 -0.79 0.68 -0.892
C -0.9919 0.4516 -0.9917 0.25 0.00 0.54 -0.670
C 0.9264 -1.0655 1.3956 0.06 0.65 -1.82 -0.381
H 0.7676 0.9850 1.4924 0.61 0.52 0.09 0.246
H -0.0209 0.3004 2.7293 0.26 -0.15 1.10 0.247
H 1.8265 0.5326 2.8028 -0.08 -0.51 0.43 0.329
H -0.2294 0.9758 -0.4063 -0.12 0.86 -0.65 0.167
H -0.7934 -0.5209 -0.5538 -0.91 -0.46 -0.44 0.264
H -1.9772 0.7990 -0.6821 0.03 -0.01 0.03 0.343
H -0.9304 1.3293 -3.0288 -0.16 0.20 -0.04 0.310
H 1.8756 -1.3998 0.9668 0.28 -0.47 1.12 0.307
H 0.1787 -0.0111 -2.6985 0.00 0.17 -0.26 0.267
H -1.5157 -0.3656 -2.8685 -0.10 0.28 -0.32 0.262
H 0.2349 -1.8508 1.6900 0.56 -0.27 0.55 0.351
H 0.5192 -0.7727 0.4059 -0.02 -0.09 0.90 -0.335
```
Forces are in eV/Å.

Properties
- Relative energy (zero: lowest compared OMol25 entry of this formula, charge and spin): 22.26 kcal/mol
- HOMO level: -10.9 eV
- Orbital gap: 12.0332 eV
- Charge: 0
- SMILES: CC.CC

A cluster of 8 separate species, C17H49F3N11O10S in total, computed with the ωB97M-V functional and the def2-TZVPD basis.

XYZ file:
```
91
Properties=species:S:1:pos:R:3:forces:R:3:mulliken_charge:R:1
S -1.3279 -17.4743 -7.8909 -0.05 -0.18 -0.49 1.273
F -0.8479 -17.9922 -5.4265 0.37 0.55 0.36 -0.250
F 0.4828 -16.4357 -6.3214 -0.22 0.05 0.62 -0.132
F 0.7951 -18.5229 -6.7151 0.06 -0.11 -0.06 -0.276
O -2.3610 -16.5593 -7.4650 0.17 -0.08 0.64 -0.893
O 3.4622 -14.8425 -10.6634 -0.03 0.24 -0.08 -0.696
O -1.1744 -12.3989 -9.1109 -0.24 0.27 0.29 -0.459
O 2.1989 -22.9079 -4.2957 -0.39 -0.18 -0.20 -0.350
O -2.3208 -19.7862 -12.9714 -0.17 -0.40 -0.32 -0.687
O -7.1826 -14.4846 -5.9580 -0.26 0.04 0.32 -0.704
O -1.7707 -18.8567 -8.0337 0.28 0.36 -0.08 -1.046
O -0.5394 -16.9783 -9.0071 -0.06 -0.23 0.24 -0.649
O 1.3118 -13.7181 -1.2225 -0.29 0.42 -0.01 -0.314
O -3.8463 -22.7484 -6.2264 0.20 0.08 0.27 -0.706
N -3.6832 -15.0896 -9.6016 1.54 0.06 -0.34 -0.653
N -2.1675 -22.1100 -7.6183 0.06 0.41 -0.14 -0.307
N -3.3010 -20.5417 -6.3863 -0.09 0.25 0.32 -0.188
N -5.1709 -15.5459 -6.0112 0.11 0.12 -0.21 -0.256
N 1.4342 -15.8939 -10.7450 0.01 0.02 0.00 -0.319
N -0.0785 -13.7423 -4.5662 0.15 -0.38 -0.48 -0.424
N 1.5638 -21.2655 -2.1708 -0.19 0.49 -1.36 -0.845
N 2.3376 -15.2427 -8.7332 0.18 -0.08 -0.10 -0.234
N -1.7891 -19.8716 -10.7534 0.23 -0.13 -0.31 -0.203
N -1.8270 -17.8644 -11.8763 -0.37 -0.60 0.01 -0.203
N -5.8892 -14.3281 -7.8192 0.19 -0.07 0.27 -0.256
C -0.1386 -17.6022 -6.4869 -0.45 -0.29 -0.89 0.409
C -0.4543 -20.4029 -3.3562 0.50 0.41 -0.09 -1.086
C 2.4825 -15.2902 -10.0936 -0.19 -0.27 0.10 0.436
C -3.2988 -13.2128 -11.1529 -0.07 0.28 -0.63 -1.687
C -0.0280 -15.6678 -3.0706 0.74 0.18 0.38 -1.311
C 1.2100 -21.9380 -4.5851 -0.25 0.27 0.13 -0.513
C -2.6748 -14.0751 -10.0652 -1.33 0.07 -0.44 1.399
C -1.9933 -19.2396 -11.9380 0.09 0.79 0.40 0.433
C 1.3335 -13.6200 -2.6344 0.56 -0.67 0.10 -0.663
C -2.2692 -13.2356 -8.8612 -0.25 -0.77 0.09 -0.471
C 0.0703 -13.0248 -8.9425 0.36 -0.27 0.27 -0.321
C 0.0247 -14.1543 -3.1743 -0.63 0.57 -0.38 0.399
C 2.5653 -13.4992 -0.6573 0.87 -0.27 0.38 -0.762
C 0.5708 -21.5031 -3.2790 0.35 -1.31 1.60 0.582
C -3.1544 -21.8542 -6.6920 -0.06 -0.38 -0.34 0.464
C 2.6801 -23.5417 -5.4562 0.93 0.22 0.02 -0.751
C -6.1578 -14.7691 -6.5533 0.11 0.06 -0.46 0.456
H -0.9185 -16.1943 -3.4084 -0.28 0.44 0.01 0.354
H -3.5614 -15.8219 -10.3009 -0.69 -0.21 0.14 0.364
H -1.1588 -20.5684 -4.1714 -0.18 -0.02 0.14 0.112
H -1.8042 -23.0389 -7.7000 -0.17 -0.09 -0.02 0.191
H 0.8191 -12.2352 -8.9096 0.10 -0.09 -0.26 0.357
H -4.3243 -12.9048 -10.9361 0.12 0.06 0.40 0.364
H 2.5300 -13.6547 0.4220 -0.37 0.08 -0.03 0.256
H 3.3104 -14.2246 -1.0214 -0.11 0.09 -0.19 0.325
H -1.6589 -21.3412 -8.0210 0.18 -0.08 0.12 0.197
H -2.7851 -19.7951 -6.8424 -0.15 -0.31 0.10 0.312
H 2.1799 -14.2328 -2.9820 -0.15 0.01 -0.28 0.323
H -1.8473 -14.5952 -10.5597 0.45 0.12 0.57 -0.176
H -6.5983 -13.7688 -8.2529 -0.06 -0.05 -0.02 0.178
H -0.9550 -20.3195 -2.3913 -0.28 -0.12 -0.13 0.388
H 0.0339 -19.4375 -3.5098 0.06 -0.07 -0.13 0.298
H 0.1419 -15.8665 -2.0105 -0.01 -0.47 -0.10 0.413
H -5.3369 -15.9554 -5.1139 0.03 -0.03 0.04 0.170
H -0.0895 -12.7475 -4.7391 -0.11 0.06 0.28 0.235
H 0.0876 -22.4347 -2.9390 -0.52 0.15 -0.42 0.121
H -1.7235 -19.3589 -9.8847 -0.09 -0.28 -0.04 0.276
H -2.6833 -12.3271 -11.3320 -0.05 0.01 0.09 0.361
H 3.3052 -24.3695 -5.1221 -0.10 -0.08 -0.06 0.265
H 2.2263 -22.0272 -2.2673 0.10 0.04 0.36 0.315
H 1.0497 -21.3858 -1.3080 0.17 -0.05 0.13 0.266
H -3.3731 -13.7229 -12.1202 0.15 -0.20 0.15 0.348
H -1.9345 -20.8642 -10.7651 -0.06 0.00 0.18 0.174
H 0.7101 -16.3739 -10.2243 0.13 0.35 -0.12 0.439
H -1.2495 -17.4455 -11.1685 -0.07 0.20 -0.03 0.102
H -3.9953 -20.3211 -5.6973 -0.11 0.00 -0.11 0.158
H 2.9703 -12.4946 -0.8320 -0.19 0.05 -0.15 0.297
H -0.8782 -14.1651 -5.0178 -0.02 0.06 -0.03 0.066
H -2.1057 -13.9436 -8.0325 0.48 0.22 0.04 0.032
H -5.1251 -14.6943 -8.3875 -0.33 0.22 -0.11 0.324
H 1.5260 -15.6090 -8.2681 0.06 -0.03 0.00 0.105
H -3.2362 -15.5131 -8.7791 -0.29 -0.05 -0.30 0.070
H -4.3301 -15.7450 -6.5276 0.01 -0.20 0.20 0.225
H -0.7564 -13.6976 -2.5477 -0.07 -0.15 0.01 0.191
H 1.9203 -23.9122 -6.1500 -0.31 0.04 0.27 0.272
H 0.8074 -16.0467 -3.6649 0.02 -0.18 0.16 0.256
H 1.5198 -12.6045 -3.0070 -0.13 0.17 0.32 0.391
H 3.1435 -14.9608 -8.2090 -0.02 -0.03 0.12 0.166
H 1.2397 -15.5670 -11.6730 0.15 -0.21 -0.13 0.210
H -3.1191 -12.6317 -8.5328 0.01 0.19 -0.26 0.378
H 0.1507 -13.5694 -7.9899 -0.27 0.12 0.02 -0.012
H -2.1001 -17.4092 -12.7259 0.37 0.34 0.01 0.190
H 0.2895 -13.7552 -9.7275 0.01 0.23 -0.09 0.180
H 1.6245 -21.1202 -5.1884 0.07 0.07 0.11 0.358
H 3.3314 -22.8536 -6.0138 -0.11 -0.03 -0.07 0.300
H 0.3919 -22.4140 -5.1416 0.10 0.15 -0.29 0.281
```
Forces are in eV/Å.

Properties
- Relative energy (zero: lowest compared OMol25 entry of this formula, charge and spin): 0.00 kcal/mol
- HOMO level: -7.4 eV
- Orbital gap: 9.7083 eV
- Charge: -1

Which value of charge does entry 2 give?
+1

Which of these has the highest charge?
C6H9EuLiO5